{"formula": "C27H41O5OsSi", "method": "wB97M-V/def2-TZVPD", "symbols": ["C", "C", "C", "C", "H", "H", "C", "H", "H", "C", "H", "H", "C", "C", "C", "O", "O", "O", "O", "C", "H", "H", "H", "C", "H", "H", "H", "O", "H", "H", "C", "C", "H", "H", "H", "H", "H", "H", "Os", "C", "C", "C", "H", "C", "C", "H", "H", "H", "H", "C", "C", "C", "H", "C", "C", "H", "H", "H", "H", "C", "Si", "C", "C", "C", "H", "H", "H", "H", "H", "H", "H", "H", "H", "H", "H"], "coordinates": [[-0.13885, -0.18596, -6.31649], [-0.64613, -1.21344, -5.26297], [-0.31073, 1.24049, -5.72803], [-1.42135, 1.06466, -4.68386], [-0.57728, 1.93768, -6.52848], [0.63052, 1.55286, -5.24632], [-1.10954, -0.36377, -4.09855], [0.16358, -1.90372, -4.99369], [-1.50183, -1.77394, -5.65642], [0.03313, -0.22597, -3.08460], [-2.00709, -0.75473, -3.59371], [-2.37744, 0.96014, -5.21056], [-1.57279, 2.13932, -3.67273], [1.32792, -0.34327, -6.68846], [-0.90411, -0.32736, -7.64010], [-1.67883, 0.54607, -7.99490], [2.15181, -0.96255, -6.03852], [1.62666, 0.29943, -7.83103], [-0.69503, -1.39708, -8.43290], [0.05566, -2.59097, -8.08750], [0.04539, -2.84660, -7.01505], [1.08700, -2.48824, -8.45277], [-0.44578, -3.38155, -8.65500], [3.01914, 0.24995, -8.14838], [3.60420, 0.75477, -7.36922], [3.10778, 0.76720, -9.10108], [3.35533, -0.79090, -8.23262], [-0.51874, 0.54470, -2.12311], [0.95746, 0.25127, -3.49942], [0.35765, -1.25528, -2.75190], [-2.93939, 2.49327, -3.28619], [-0.46865, 3.04967, -3.36212], [-0.05138, 3.54503, -4.25352], [0.35562, 2.51752, -2.86064], [-0.81825, 3.84046, -2.68658], [-2.96662, 2.87862, -2.25752], [-3.61283, 1.63128, -3.37074], [-3.34410, 3.29386, -3.93196], [-0.05770, -0.24590, 0.31070], [-1.54396, -0.82135, 1.67135], [-2.12734, -0.77307, 0.36957], [-1.47746, -1.72598, -0.44449], [-2.93676, -0.12482, 0.05430], [-0.44722, -2.32903, 0.31780], [-0.48967, -1.77173, 1.63524], [0.17964, -2.00385, 2.45759], [-1.81165, -0.20973, 2.51979], [-1.75077, -1.99159, -1.45872], [0.24151, -3.08057, -0.04517], [1.90805, 1.39564, 0.56834], [1.75637, 0.25055, 1.42053], [1.97260, -0.91871, 0.59661], [1.63911, 0.24473, 2.49896], [2.15512, -0.47702, -0.74610], [2.17319, 0.94910, -0.75390], [2.38923, 1.56912, -1.61078], [1.84615, 2.43552, 0.89253], [2.10517, -1.93420, 0.95946], [2.37899, -1.13165, -1.59572], [-1.11420, 4.61720, 1.72818], [-1.31609, 2.75403, 1.93398], [-0.19824, 2.18737, 3.33157], [-3.10360, 2.40181, 2.41925], [-0.91719, 1.86969, 0.30681], [-1.33225, 5.11118, 2.68455], [-1.80774, 5.00894, 0.97390], [-0.09241, 4.88201, 1.42974], [-0.52067, 2.69372, 4.25059], [-0.24105, 1.10726, 3.51382], [0.84621, 2.46500, 3.14833], [-3.80077, 2.82426, 1.68433], [-3.32178, 1.33319, 2.52095], [-3.30676, 2.88073, 3.38688], [-1.84815, 1.79944, -0.29355], [-0.23984, 2.49352, -0.30867]], "mulliken_charge": [2.910, -2.064, -2.550, 0.065, 0.397, 0.486, 0.815, 0.526, 0.282, -1.268, 0.979, 0.670, 0.560, -0.564, 0.769, -0.632, -0.592, -0.252, -0.380, -0.484, 0.266, 0.159, 0.327, -0.812, 0.310, 0.253, 0.323, -0.908, -0.021, 0.234, -1.696, -1.149, 0.229, -0.001, 0.437, 0.304, 0.379, 0.354, 2.313, -0.137, -0.685, -0.361, 0.408, -0.679, -1.027, 0.506, 0.779, 0.568, 0.440, -0.899, -0.572, -0.881, 0.596, -0.520, -0.521, 0.555, 0.458, 0.642, 0.512, -1.175, 0.113, -1.073, -1.137, -1.080, 0.305, 0.276, 0.308, 0.499, 0.249, 0.275, 0.284, 0.375, 0.353, 0.073, 0.200], "total_charge": -1, "energy_ha": -1809.57445, "lumo_energy_ev": [2.47, 2.35], "e_homo_ev": [-1.103, -4.229], "s_squared": 6.028, "homo_lumo_gap_ha": [0.131, 0.242], "multiplicity": 5}